Arrangement A

Formula: C5H15NO
Source: OMol25
Level of theory: ωB97M-V/def2-TZVPD

Summary:
* gap between HOMO and LUMO: 9.30 eV
* structure (SMILES): CCN(C)CC.O
* lowest unoccupied orbital energy: 0.0315 hartree

```
22
C5H15NO (ωB97M-V/def2-TZVPD)
H 1.965 1.480 1.555
H 0.453 -0.613 2.067
H -2.128 0.850 -0.595
C 0.403 0.727 -1.009
H 0.172 0.371 -2.037
H -0.285 1.519 -0.732
O -2.502 1.712 -0.336
C 0.885 1.500 1.792
C 0.226 0.237 1.421
H -0.050 -2.267 -2.272
C -0.097 -1.464 -0.290
C 0.576 -2.287 -1.380
N 0.644 -0.248 0.067
H 0.814 -3.320 -1.091
H -0.868 0.363 1.267
H -0.264 -2.097 0.596
H -3.186 1.239 0.169
H 0.868 1.748 2.853
H 1.340 1.276 -1.168
H 0.562 2.371 1.229
H -1.121 -1.192 -0.628
H 1.594 -1.906 -1.479
```



Arrangement B

Formula: C5H15NO
Source: OMol25
Level of theory: ωB97M-V/def2-TZVPD

Summary:
* gap between HOMO and LUMO: 9.53 eV
* structure (SMILES): CC(C)CCN.O
* lowest unoccupied orbital energy: 0.0320 hartree

```
22
C5H15NO (ωB97M-V/def2-TZVPD)
H -2.364 -3.899 -0.013
H 0.268 0.625 2.693
O -1.436 -4.108 -0.011
C 0.278 0.285 -0.692
N 1.651 1.470 1.577
H 1.334 0.452 -0.524
H -1.435 0.511 0.565
H -0.559 -0.755 1.217
C 0.259 -1.024 -1.328
H 2.047 2.013 2.369
C -0.175 1.558 -1.471
H 2.348 1.604 0.733
H 0.002 2.468 -0.964
H -1.216 1.418 -1.773
H 0.301 1.435 -2.479
H 0.791 -1.818 -0.793
H -0.803 -1.291 -1.524
H -1.124 -3.335 0.427
C 0.235 1.183 1.772
C -0.431 0.225 0.653
H -0.500 2.020 1.919
H 0.530 -1.038 -2.354
```



Relative to the most stable structure, the computed energies are arrangement A 0.0; arrangement B 41.4, all in kJ/mol.



Arrangement A

Formula: C2H4FNO
Source: OMol25
Level of theory: ωB97M-V/def2-TZVPD

Summary:
* gap between HOMO and LUMO: 8.92 eV
* structure (SMILES): O=NCCF
* lowest unoccupied orbital energy: -0.0023 hartree

```
9
C2H4FNO (ωB97M-V/def2-TZVPD)
O 2.734 0.109 -0.493
H 0.137 -1.213 0.623
H 0.281 0.398 1.318
C 0.289 -0.164 0.386
H -1.468 1.234 -0.040
N 2.113 -0.319 0.395
C -1.117 0.293 -0.456
F -2.024 -0.684 -0.200
H -0.944 0.346 -1.533
```



Arrangement B

Formula: C2H4FNO
Source: OMol25
Level of theory: ωB97M-V/def2-TZVPD

Summary:
* gap between HOMO and LUMO (spin up / spin down): 10.72 / 7.31 eV
* lowest unoccupied orbital energy (spin up / spin down): 0.0348 / -0.0251 hartree

```
9
C2H4FNO (ωB97M-V/def2-TZVPD)
H -2.094 -0.433 -1.291
O 0.335 -0.733 0.584
H -2.643 -0.902 0.510
C 2.228 0.442 0.134
C -2.227 -0.253 -0.249
F -2.070 1.005 0.153
H 2.779 -0.222 0.755
H 2.667 1.038 -0.597
N 1.025 0.058 0.000
```



Relative to the most stable structure, the computed energies are arrangement A 0.0; arrangement B 116.4, all in kJ/mol.



Arrangement A

Formula: C13H14ClNO2
Source: OMol25
Level of theory: ωB97M-V/def2-TZVPD

Summary:
* gap between HOMO and LUMO: 9.98 eV
* structure (SMILES): CCC1([C@H](C#N)c2ccc(Cl)cc2)OCCO1
* lowest unoccupied orbital energy: 0.0223 hartree

```
31
C13H14ClNO2 (ωB97M-V/def2-TZVPD)
C 0.899 -2.263 0.829
H -1.919 -1.441 -0.729
H -0.498 -0.192 -3.363
H -1.305 1.425 -1.874
H 3.093 2.104 -0.802
C 0.316 0.206 -2.780
H 2.275 1.424 0.625
H -0.343 0.332 2.846
C -1.140 -0.015 2.323
C 3.063 1.243 -0.103
C 0.713 -0.791 0.721
C 1.095 -0.097 -0.592
H 1.145 0.557 -3.319
H -4.076 -1.184 0.139
C -1.860 -1.026 0.280
O 0.357 1.121 -0.656
C -0.790 -0.537 1.084
C -3.447 -0.214 1.977
H 4.030 1.145 0.382
H 1.245 -0.258 1.374
N 1.010 -3.408 0.877
H -2.570 0.648 3.850
C 2.620 0.063 -0.883
H 3.168 -0.804 -0.602
H 2.794 0.373 -1.880
Cl -5.086 -0.278 2.708
C -2.429 0.107 2.843
O 0.674 -0.806 -1.698
C -3.205 -0.834 0.763
C -0.185 1.290 -1.965
H 0.358 2.109 -2.376
```



Arrangement B

Formula: C13H14ClNO2
Source: OMol25
Level of theory: ωB97M-V/def2-TZVPD

Summary:
* gap between HOMO and LUMO: 9.97 eV
* structure (SMILES): CCC1([C@H](C#N)c2ccc(Cl)cc2)OCCO1
* lowest unoccupied orbital energy: 0.0242 hartree

```
31
C13H14ClNO2 (ωB97M-V/def2-TZVPD)
H 1.298 -1.680 2.815
H 0.642 -3.171 2.393
Cl -1.289 5.736 -1.191
C 1.271 0.074 -0.312
C 0.216 1.864 -1.840
H -1.896 -3.235 -1.840
C 0.610 -2.150 2.104
C -0.211 3.576 0.324
C -0.768 -1.580 2.031
H 0.536 1.255 -2.696
H 0.432 1.937 1.595
H -0.920 -1.115 2.934
C 0.352 -1.168 0.030
C 2.285 0.313 0.822
H -0.838 3.549 -2.903
C -0.349 -1.838 -1.176
H 0.430 -2.123 -1.851
H -1.408 -2.438 1.937
O 1.045 -2.183 0.772
N 3.149 0.413 1.552
H 1.832 -0.145 -1.223
C -1.338 -2.888 -0.910
C -0.670 4.076 -0.987
H -0.812 -0.958 -1.683
H -0.844 -3.819 -0.579
C 0.310 2.287 0.539
H -0.352 4.090 1.240
C -0.525 3.159 -2.017
H -2.106 -2.588 -0.235
C 0.546 1.418 -0.542
O -0.628 -0.670 0.896
```



Relative to the most stable structure, the computed energies are arrangement A 67.1; arrangement B 0.0, all in kJ/mol.



Arrangement A

Formula: C3H7NO3
Source: OMol25
Level of theory: ωB97M-V/def2-TZVPD

Summary:
* gap between HOMO and LUMO: 11.17 eV
* structure (SMILES): CC(C)(O)[N+](=O)[O-]
* lowest unoccupied orbital energy: 0.0183 hartree

```
14
C3H7NO3 (ωB97M-V/def2-TZVPD)
C 0.514 0.338 0.188
N 1.937 -0.153 -0.064
H -1.232 0.394 -1.045
H 0.092 -0.241 2.219
O 2.754 0.615 -0.510
H -1.265 -0.526 0.859
O 0.640 1.552 0.854
H 1.062 2.278 0.290
H 0.290 -0.647 -1.736
C -0.112 0.222 -1.241
H 0.067 1.166 -1.834
O 2.103 -1.328 0.163
H 0.130 -1.561 0.918
C -0.233 -0.530 1.156
```



Arrangement B

Formula: C3H7NO3
Source: OMol25
Level of theory: ωB97M-V/def2-TZVPD

Summary:
* gap between HOMO and LUMO: 9.25 eV
* structure (SMILES): N/C=C\C(=O)O.O
* lowest unoccupied orbital energy: 0.0239 hartree

```
14
C3H7NO3 (ωB97M-V/def2-TZVPD)
O -0.792 1.734 -0.040
C 0.262 0.938 -0.083
H -0.480 2.665 -0.021
H -2.297 0.632 -0.074
O 2.877 -0.769 -0.225
N -2.352 -0.393 -0.210
O 1.371 1.449 -0.131
H 2.780 0.152 -0.216
H -3.205 -0.819 0.126
H -1.232 -2.127 0.013
H 3.159 -0.897 0.700
H 0.978 -1.016 0.274
C 0.096 -0.508 0.012
C -1.163 -1.042 -0.123
```



Arrangement C

Formula: C3H7NO3
Source: OMol25
Level of theory: ωB97M-V/def2-TZVPD

Summary:
* gap between HOMO and LUMO: 10.88 eV
* structure (SMILES): C[C@H](O)C(=O)ON
* lowest unoccupied orbital energy: 0.0248 hartree

```
14
C3H7NO3 (ωB97M-V/def2-TZVPD)
H 0.538 -1.706 0.943
O 0.492 1.632 0.956
C 0.004 0.805 0.193
O -1.381 0.627 0.083
H -0.620 -1.983 -0.359
H -1.378 1.904 1.580
H 2.520 -0.370 -1.295
N -2.125 1.383 1.098
H -2.606 2.074 0.522
C 0.409 -1.670 -0.144
O 2.066 0.121 -0.590
C 0.642 -0.276 -0.677
H 0.335 -0.155 -1.720
H 1.104 -2.386 -0.591
```



Relative to the most stable structure, the computed energies are arrangement A 302.3; arrangement B 0.0; arrangement C 149.7, all in kJ/mol.